1.
A structure of composition C4H10O. Source: the OMol25 dataset; level of theory: wB97M-V/def2-TZVPD.

Total energy = -6353.552 eV
LUMO = 0.042 Eh
Spin multiplicity = 1
ΔE to the lowest compared entry with this formula, charge and spin = 98.0 kcal per mole
Orbital gap = 0.3190 Eh

Each line ends with the Mulliken charge.
Atoms and positions in Å:
C 2.0537 -0.3832 -0.4731  -0.63
O 0.7124 -0.8373 -0.5261  -0.23
C -0.1905 0.1530 -0.6490  0.00
C -1.5625 -0.4181 -0.8591  -1.11
C -0.4916 0.7351 1.4316  -1.26
H 2.6967 -1.2619 -0.5559  0.24
H 2.2399 0.1148 0.4881  0.26
H 2.2555 0.3196 -1.2873  0.30
H -0.0775 1.0697 0.1253  0.39
H -1.7965 -1.2660 -0.1998  0.32
H -1.6155 -0.7832 -1.8918  0.34
H -2.3236 0.3555 -0.7368  0.34
H -1.5036 1.1277 1.5472  0.34
H 0.2314 1.3379 1.9903  0.38
H -0.4262 -0.3143 1.7175  0.33

2.
A cluster of 2 separate species, C4H10O in total. Source: the OMol25 dataset; level of theory: wB97M-V/def2-TZVPD.

Total energy = -6354.735 eV
LUMO = 0.040 Eh
Spin multiplicity = 1
ΔE to the lowest compared entry with this formula, charge and spin = 70.7 kcal per mole
Orbital gap = 0.3489 Eh

Each line ends with the Mulliken charge.
Atoms and positions in Å:
C -0.4210 -1.9233 -0.8311  -0.58
O -0.3361 -0.5136 -1.0693  -0.09
C 0.8626 0.0050 -0.9875  -0.37
C 0.7167 1.4905 -1.1611  -0.65
C -0.3322 0.4221 1.9879  -1.03
H -0.9976 -2.3683 -1.6471  0.26
H -0.9463 -2.0709 0.1191  0.23
H 0.5911 -2.3330 -0.7816  0.36
H 0.5705 -0.0221 1.5527  0.23
H -0.3132 1.8420 -1.2988  0.25
H 1.3441 1.8066 -2.0029  0.34
H 1.1564 1.9532 -0.2685  0.25
H -0.0967 1.4159 2.3815  0.28
H -0.7018 -0.2132 2.7982  0.30
H -1.0965 0.5092 1.2084  0.22